(1)
The following is a DFT calculation (ωB97M-V/def2-TZVPD) of a single C5H11N molecule at a distorted geometry.

Its total charge is 0. The calculation puts the total energy at -6852.3220 eV. As for the orbital gap: 9.08 eV. The highest occupied orbital energy comes out at -8.03 eV. As for the molar mass: 85.15 Da. As for the SMILES: CC/C=C(/C)N.

Last column: natural (NBO) charge in e.
Cartesian coordinates (Å):
C  -1.403  -1.793  -0.075  -0.604
C  -0.556  -1.138  -1.182  -0.440
C  0.578  -0.317  -0.699  -0.308
C  0.505  0.662  0.227  0.204
C  1.552  1.790  0.315  -0.645
N  -0.390  0.795  1.326  -0.813
H  -0.718  -2.113  0.701  0.214
H  -2.106  -1.035  0.329  0.187
H  -1.772  -2.756  -0.460  0.214
H  -1.173  -0.609  -1.941  0.201
H  -0.377  -2.011  -1.818  0.212
H  1.530  -0.266  -1.258  0.205
H  1.201  2.618  -0.279  0.214
H  1.680  2.047  1.355  0.212
H  2.464  1.460  -0.201  0.222
H  -0.498  1.814  1.509  0.357
H  -1.343  0.503  1.188  0.367

=====

(2)
The following is a DFT calculation (ωB97M-V/def2-TZVPD) of a 7-piece molecular cluster, C14H28Br14 overall at a distorted geometry.

Its total charge is 0. The calculation puts the total energy at -995567.7498 eV. As for the orbital gap: 10.22 eV. The highest occupied orbital energy comes out at -10.12 eV. As for the molar mass: 1315.03 Da. As for the SMILES: BrCCBr.BrCCBr.BrCCBr.BrCCBr.BrCCBr.BrCCBr.BrCCBr.

Last column: natural (NBO) charge in e.
Cartesian coordinates (Å):
Br  2.532  -6.590  2.698  -0.024
C  2.850  -5.283  4.127  -0.437
C  2.693  -3.893  3.552  -0.453
Br  2.827  -2.603  5.018  0.011
H  3.884  -5.480  4.396  0.229
H  2.215  -5.473  4.987  0.232
H  1.745  -3.824  3.020  0.214
H  3.449  -3.708  2.792  0.232
Br  0.689  0.807  3.644  -0.004
C  -1.118  0.308  3.280  -0.476
C  -1.906  1.352  2.544  -0.461
Br  -2.421  2.856  3.648  0.006
H  -1.548  0.160  4.265  0.243
H  -1.017  -0.594  2.684  0.237
H  -2.796  0.875  2.121  0.229
H  -1.459  1.811  1.662  0.222
Br  -2.884  -2.892  4.337  -0.015
C  -1.190  -3.813  3.947  -0.450
C  -1.161  -5.259  4.411  -0.464
Br  -1.311  -5.320  6.351  0.001
H  -0.416  -3.144  4.313  0.231
H  -1.109  -3.803  2.861  0.229
H  -0.278  -5.822  4.114  0.236
H  -1.983  -5.772  3.912  0.230
Br  0.645  3.417  0.189  -0.014
C  1.703  4.721  -0.786  -0.449
C  0.951  5.262  -2.002  -0.453
Br  2.001  6.655  -2.845  0.005
H  2.716  4.359  -0.929  0.231
H  1.829  5.595  -0.141  0.223
H  -0.002  5.649  -1.654  0.230
H  0.781  4.478  -2.737  0.228
Br  0.450  -2.336  0.860  -0.054
C  0.069  -1.279  -0.780  -0.411
C  1.061  -0.150  -0.778  -0.441
Br  0.701  0.882  -2.414  -0.029
H  -0.930  -0.866  -0.688  0.229
H  0.183  -2.019  -1.559  0.239
H  2.119  -0.394  -0.711  0.238
H  0.933  0.551  0.045  0.240
Br  -4.089  -0.648  -2.411  -0.030
C  -3.007  0.910  -2.986  -0.436
C  -3.593  2.132  -2.290  -0.430
Br  -2.554  3.691  -2.867  -0.022
H  -3.148  1.059  -4.054  0.224
H  -1.954  0.786  -2.764  0.234
H  -3.437  2.080  -1.218  0.223
H  -4.618  2.286  -2.600  0.230
Br  0.005  4.178  -6.162  -0.029
C  0.795  2.469  -6.769  -0.424
C  1.919  2.026  -5.856  -0.452
Br  2.916  0.586  -6.728  -0.001
H  1.075  2.650  -7.797  0.232
H  -0.014  1.747  -6.702  0.221
H  1.568  1.797  -4.854  0.227
H  2.636  2.831  -5.698  0.227

=====

(3)
The following is a DFT calculation (ωB97M-V/def2-TZVPD) of a 3-piece molecular cluster, C28H42N4P2 overall at a distorted geometry.

Its total charge is 0. The calculation puts the total energy at -54252.9051 eV. As for the orbital gap: 7.42 eV. The highest occupied orbital energy comes out at -7.51 eV. As for the molar mass: 496.62 Da. As for the SMILES: C#Cc1cc2nc(CCCC)c(P(C)C)nc2cc1P(CC)CC.CCCC#N.CCCC#N.

Last column: Löwdin charge in e.
Cartesian coordinates (Å):
C  0.785  1.375  2.599  0.139
C  0.630  0.530  1.760  -0.106
C  0.644  -0.433  0.691  -0.231
C  0.564  0.044  -0.596  0.047
C  0.648  -0.834  -1.693  -0.185
N  0.568  -0.323  -2.960  0.201
C  0.665  -1.173  -3.944  -0.254
C  0.526  -0.639  -5.351  -0.169
C  0.757  0.882  -5.454  -0.206
C  -0.470  1.744  -5.071  -0.239
C  -0.247  2.683  -3.867  -0.116
C  0.873  -2.580  -3.703  -0.375
P  0.984  -3.723  -5.148  0.924
C  1.240  -5.375  -4.374  -0.302
C  2.676  -3.304  -5.814  -0.288
N  0.933  -3.095  -2.501  0.125
C  0.810  -2.204  -1.471  -0.205
C  0.848  -2.678  -0.141  -0.038
C  0.766  -1.843  0.944  -0.332
P  0.853  -2.689  2.562  0.998
C  0.040  -1.705  3.877  -0.455
C  -1.489  -1.692  3.732  -0.161
C  2.641  -2.871  3.010  -0.396
C  3.631  -1.832  2.426  -0.137
H  0.921  2.164  3.299  0.037
H  0.462  1.105  -0.776  0.124
H  -0.496  -0.856  -5.678  0.122
H  1.210  -1.145  -6.030  0.075
H  1.010  1.070  -6.500  0.101
H  1.634  1.146  -4.862  0.101
H  -0.749  2.351  -5.931  0.095
H  -1.288  1.066  -4.829  0.099
H  0.814  2.886  -3.708  0.067
H  -0.755  3.628  -4.044  0.029
H  -0.622  2.240  -2.948  0.052
H  2.291  -5.659  -4.443  0.026
H  0.675  -6.097  -4.961  0.020
H  0.937  -5.406  -3.330  0.021
H  3.375  -4.127  -5.683  0.027
H  2.585  -3.035  -6.864  0.022
H  3.080  -2.441  -5.280  0.036
H  0.945  -3.747  0.013  0.104
H  0.264  -2.234  4.808  0.065
H  0.435  -0.701  4.017  0.043
H  -1.808  -2.709  3.494  0.057
H  -1.840  -0.977  2.992  0.064
H  -1.909  -1.465  4.713  0.041
H  2.667  -2.857  4.100  0.064
H  2.914  -3.873  2.687  0.051
H  3.159  -1.163  1.706  0.045
H  4.458  -2.331  1.923  0.062
H  4.014  -1.202  3.228  0.064
C  -4.339  -2.274  7.311  -0.104
C  -3.738  -2.559  8.683  -0.261
C  -2.857  -1.415  9.197  -0.190
C  -1.727  -1.169  8.298  -0.233
N  -0.851  -0.972  7.583  0.154
H  -3.562  -2.156  6.554  0.057
H  -4.981  -3.096  6.997  0.074
H  -4.941  -1.364  7.327  0.079
H  -3.149  -3.477  8.640  0.111
H  -4.539  -2.728  9.405  0.106
H  -2.462  -1.650  10.186  0.116
H  -3.437  -0.494  9.280  0.120
C  -0.686  8.450  -1.418  -0.111
C  0.141  7.728  -2.474  -0.263
C  -0.722  7.013  -3.520  -0.189
C  -1.574  5.994  -2.903  -0.248
N  -2.233  5.191  -2.417  0.160
H  -1.300  7.751  -0.848  0.071
H  -0.038  8.970  -0.712  0.071
H  -1.347  9.190  -1.874  0.076
H  0.797  7.001  -1.991  0.112
H  0.783  8.445  -2.988  0.106
H  -0.093  6.525  -4.266  0.115
H  -1.362  7.728  -4.040  0.120

=====

(4)
The following is a DFT calculation (ωB97M-V/def2-TZVPD) of a 2-piece molecular cluster, C3H2F2O overall at a distorted geometry.

Its total charge is 0. The calculation puts the total energy at -10620.0979 eV. As for the orbital gap: 8.59 eV. The highest occupied orbital energy comes out at -9.42 eV. As for the molar mass: 92.04 Da.

Last column: natural (NBO) charge in e.
Cartesian coordinates (Å):
C  2.255  -0.985  0.118  -0.440
C  1.140  -0.518  0.183  -0.303
C  -1.254  0.146  0.028  1.173
O  -1.187  1.373  0.466  -0.649
F  -1.619  0.029  -1.278  -0.304
F  -1.811  -0.727  0.793  -0.253
H  3.273  -1.338  -0.076  0.233
H  -0.795  2.019  -0.234  0.543